1.
9
Properties=species:S:1:pos:R:3:forces:R:3:lowdin_charge:R:1 method="wB97M-V/def2-TZVPD" de_lowest_kcal_mol=1.5 smiles=I[C@H]1C[C@@H]1I homo_lumo_gap_ev=9.4 homo_ha=-0.3340
C -0.00524 0.92133 -0.00988 -0.043 0.199 -0.010 -0.291
C -0.58259 -0.34855 -0.54983 1.391 -0.188 1.880 -0.783
C 0.59125 -0.32512 0.56807 -1.359 -0.213 -1.935 -0.772
I -2.51702 -0.99770 0.01125 0.395 0.159 -0.096 0.779
I 2.51441 -0.99898 -0.01399 -0.401 0.204 0.121 0.778
H 0.58200 1.52215 -0.69131 0.103 -0.037 -0.035 0.097
H -0.62103 1.51988 0.64994 -0.018 -0.043 0.055 0.096
H -0.29599 -0.67541 -1.53499 0.000 -0.035 -0.038 0.047
H 0.33421 -0.61761 1.57074 -0.068 -0.046 0.058 0.048

2.
9
Properties=species:S:1:pos:R:3:forces:R:3:lowdin_charge:R:1 method="wB97M-V/def2-TZVPD" de_lowest_kcal_mol=28.9 homo_lumo_gap_ev=9.9 homo_ha=-0.3562
C 0.74786 -0.00837 -0.40441 1.653 -0.252 -2.761 -0.738
C 0.12258 -1.22116 0.04683 0.012 -4.725 -0.584 -0.291
C -0.32443 0.56201 0.46035 -0.684 0.197 -0.919 -0.259
N -0.88915 -0.75749 0.66982 0.324 -1.147 0.283 0.108
I 2.86885 0.18237 -0.04041 -0.615 0.130 -0.034 0.745
H 0.57334 0.00838 -1.54547 0.477 0.667 1.746 0.118
H 0.36481 -2.31987 -0.25730 -0.552 1.819 0.809 0.142
H -0.02744 0.99446 1.33326 0.830 1.460 2.317 0.083
H -0.99712 1.11896 -0.08901 -1.445 1.849 -0.857 0.092

3.
9
Properties=species:S:1:pos:R:3:forces:R:3:lowdin_charge:R:1 method="wB97M-V/def2-TZVPD" de_lowest_kcal_mol=95.0 homo_lumo_gap_ev=8.1 homo_ha=-0.3142
C -2.78456 0.23499 0.80602 -2.521 -1.098 -0.538 -0.741
C 1.27026 -0.09220 -0.77662 0.213 -2.873 0.107 -0.284
C 0.91290 0.19434 0.63308 -0.692 1.351 0.228 -0.562
N -3.75679 -0.36018 0.56722 1.239 0.710 0.365 0.011
I -0.95318 1.14842 1.02338 2.015 -0.428 0.093 1.351
H 2.16184 0.47940 -1.02082 1.338 -0.863 0.629 0.068
H 1.24083 -1.26474 -0.90192 0.914 2.346 -0.372 0.112
H 0.81479 0.31099 -1.64107 -2.093 0.494 -0.409 0.042
H 1.09391 -0.65102 1.31073 -0.413 0.362 -0.104 0.003

4.
12
Properties=species:S:1:pos:R:3:forces:R:3:lowdin_charge:R:1 method="wB97M-V/def2-TZVPD" de_lowest_kcal_mol=0.3 charge=-1 homo_lumo_gap_ev=8.0 homo_ha=-0.1862
C 0.82804 1.93203 0.18051 0.861 -0.407 -0.851 -0.557
C -0.07147 -0.52081 -0.17834 -1.926 3.046 0.189 -0.246
C 0.86785 0.46702 0.55690 -0.176 0.047 -0.979 -0.583
N 0.97584 2.86474 1.12838 -0.812 -0.038 -1.015 -0.018
N 0.79641 2.47559 -1.09947 -0.369 -0.676 2.582 -0.012
N 0.90288 4.02461 0.41787 0.581 0.026 2.499 -0.164
N 0.82688 3.78817 -0.81642 -0.232 -0.401 -2.615 -0.184
I 2.87103 -0.48175 -0.06812 -0.252 0.507 0.465 0.541
H 0.02612 -0.30271 -1.27811 -0.512 -0.646 1.149 0.076
H -1.15509 -0.47446 0.24923 1.415 0.850 -1.109 0.099
H 0.13203 -1.47525 0.14201 1.138 -2.410 0.003 -0.016
H 0.82384 0.34522 1.64324 0.285 0.103 -0.320 0.063

5.
12
Properties=species:S:1:pos:R:3:forces:R:3:lowdin_charge:R:1 method="wB97M-V/def2-TZVPD" de_lowest_kcal_mol=22.9 charge=-1 spin_multiplicity=3 homo_lumo_gap_ev="4.6 / 6.6" homo_ha="-0.0664 / -0.1936"
C -3.65916 -1.01935 -0.87262 -0.622 -2.605 2.627 -0.367
C -1.91598 1.95846 0.63513 -4.695 6.804 -3.917 -0.186
C -1.22546 0.99016 1.23431 4.287 -6.700 3.162 -0.863
N -3.64838 -0.23903 -1.87978 -0.376 1.227 -2.143 -0.090
N -2.41386 -1.14769 -0.27145 -2.118 -0.131 -1.136 -0.048
N -2.38600 0.15859 -2.00779 0.533 0.496 -0.382 -0.142
N -1.68132 -0.37855 -1.05786 0.744 -0.419 -0.324 -0.214
I -0.42571 1.23896 3.05902 0.372 0.132 0.654 0.766
H -2.17604 1.68327 -0.37832 -0.331 0.507 -0.096 0.012
H -2.19882 2.98477 0.96781 0.582 -1.158 -0.020 0.049
H -0.83116 0.16519 0.58639 0.103 1.139 1.163 0.004
H -4.61351 -1.59364 -0.67190 1.521 0.708 0.411 0.078

6.
11
Properties=species:S:1:pos:R:3:forces:R:3:lowdin_charge:R:1 method="wB97M-V/def2-TZVPD" de_lowest_kcal_mol=82.9 homo_lumo_gap_ev=8.2 homo_ha=-0.3363
C -2.15763 -0.69173 0.48073 -0.645 -0.081 -0.007 -0.052
C 0.46230 0.68234 -1.29811 -0.173 -2.191 0.411 -0.046
C 0.36206 -0.42206 -0.13011 0.833 2.099 -1.223 -0.300
N 0.60375 -0.06742 1.12399 -0.187 -3.069 -2.723 -0.664
O -2.58114 0.16246 1.08061 0.022 0.064 0.020 0.052
O 0.94129 0.97593 1.59879 -0.008 1.824 0.706 -0.078
I 0.42995 -1.79080 2.42748 0.084 -0.058 0.278 0.776
H 0.99263 1.56472 -0.95130 -0.437 0.168 0.098 0.054
H -0.53972 0.88987 -1.82895 1.580 -0.269 1.066 0.095
H 1.15802 0.16934 -2.01304 -0.761 0.575 0.234 0.072
H 0.32848 -1.47266 -0.49009 -0.308 0.938 1.140 0.091

7.
10
Properties=species:S:1:pos:R:3:forces:R:3:lowdin_charge:R:1 method="wB97M-V/def2-TZVPD" de_lowest_kcal_mol=24.7 smiles="I[C@@H]1C=CSN1" homo_lumo_gap_ev=8.4 homo_ha=-0.2976
C 0.01553 1.01527 0.28763 1.346 -1.953 -1.289 -0.217
C -1.05883 0.60374 0.97487 2.962 -1.495 -2.930 -0.416
C 0.66911 -0.15089 -0.57554 -2.585 2.770 -0.883 -0.756
N -0.46191 -1.02268 -0.75120 1.421 0.807 0.686 -0.381
S -1.48591 -1.04001 0.64737 0.332 -0.760 -0.627 0.905
I 2.59214 -0.72498 0.48588 -0.612 -0.136 -0.391 0.575
H 0.62572 1.89590 0.17380 -0.638 0.619 0.767 0.088
H -1.67263 1.04490 1.62262 -2.038 2.181 2.510 0.017
H 0.90447 0.21555 -1.65136 0.449 -0.673 2.061 0.116
H -0.12769 -1.83679 -1.21408 -0.636 -1.362 0.096 0.070

8.
10
Properties=species:S:1:pos:R:3:forces:R:3:lowdin_charge:R:1 method="wB97M-V/def2-TZVPD" de_lowest_kcal_mol=18.0 charge=+2 spin_multiplicity=6 homo_lumo_gap_ev="4.9 / 6.1" homo_ha="-0.5957 / -0.6975"
C -1.32244 -0.67735 -0.18836 -2.883 2.423 4.787 0.285
C -0.43883 0.51888 -0.07056 1.558 -0.360 -1.653 -0.022
H -0.49706 1.11195 0.85348 -0.476 -0.443 -0.118 0.177
H -0.70257 1.11843 -0.96933 0.061 0.188 0.127 0.195
C 0.95663 0.01424 -0.37659 0.135 0.429 -0.726 -0.155
O 1.94438 0.35129 0.26200 -6.301 0.106 0.317 -0.300
Ir 3.80034 0.25500 0.10107 6.536 -0.177 -0.301 1.184
H 1.06554 -0.60107 -1.28867 0.059 -0.015 0.326 0.168
O -2.23228 -0.60551 0.73248 2.589 -1.313 -3.086 0.271
H -2.57370 -1.48586 0.94449 -1.279 -0.836 0.327 0.198

9.
10
Properties=species:S:1:pos:R:3:forces:R:3:lowdin_charge:R:1 method="wB97M-V/def2-TZVPD" de_lowest_kcal_mol=61.2 homo_lumo_gap_ev="4.8 / 4.4" homo_ha="-0.1993 / -0.2063"
C 0.20990 0.08349 0.13450 -0.132 -1.881 -1.603 -0.260
C -0.74068 0.52554 -0.92517 1.013 -0.014 0.592 -0.221
C -1.30976 0.16812 0.47459 0.112 -1.493 0.276 -0.464
O -1.98329 -1.00476 0.62006 1.109 1.653 -0.212 -0.039
Li 3.82813 -0.68763 1.87035 -0.019 0.072 0.126 0.298
H 1.15731 0.45539 0.50397 -0.884 1.188 0.632 -0.054
H -0.97371 -0.15296 -1.74983 -0.211 0.115 0.237 0.071
H -0.79710 1.57906 -1.20181 -0.261 0.056 0.106 0.078
H -1.62791 0.97261 1.13414 -0.107 0.182 -0.145 0.107
K 2.23710 -1.93887 -0.86080 -0.620 0.119 -0.009 0.483

10.
9
Properties=species:S:1:pos:R:3:forces:R:3:lowdin_charge:R:1 method="wB97M-V/def2-TZVPD" de_lowest_kcal_mol=0.0 spin_multiplicity=2 homo_lumo_gap_ev="3.5 / 7.4" homo_ha="-0.1395 / -0.2737"
O 1.57880 0.92442 0.34137 -0.330 0.677 -0.548 -0.007
C 0.37415 0.34481 0.01939 -0.890 -2.096 0.138 -0.473
C -1.01205 0.49420 -0.46072 0.653 0.894 0.198 -0.173
K 1.23945 -2.18862 -1.15991 -0.004 -0.031 -0.111 0.664
H 2.06477 0.44170 1.01575 -0.451 -0.237 0.200 0.086
H -1.26818 0.37386 -1.52130 -0.018 0.074 0.235 0.059
H -1.63292 1.23444 0.06561 -0.066 -0.185 -0.260 0.080
C -0.49439 -0.73043 0.33686 1.216 0.991 0.381 -0.268
H -0.84962 -0.89440 1.36295 -0.112 -0.087 -0.233 0.032

11.
12
Properties=species:S:1:pos:R:3:forces:R:3:lowdin_charge:R:1 method="wB97M-V/def2-TZVPD" de_lowest_kcal_mol=62.2 spin_multiplicity=2 homo_lumo_gap_ev="4.9 / 7.4" homo_ha="-0.1958 / -0.2896"
O 1.67014 -1.65209 -0.46168 0.268 1.430 -4.145 -0.507
C 0.93867 -1.00881 -1.38587 -0.063 -0.422 -0.065 -0.428
C -0.06294 -0.00743 -0.95828 -1.434 -0.070 0.639 -0.156
O 0.02496 0.28638 0.44522 0.595 -0.160 0.113 -0.061
C -0.74990 1.23324 0.97106 -0.834 -0.226 -2.169 -0.648
O -1.42903 2.00215 0.34348 0.128 -0.018 0.495 0.133
O -0.74144 1.08360 2.28736 0.153 -0.374 1.458 0.136
H 1.01810 0.21275 -1.98354 1.344 -1.147 0.515 0.187
H -1.11399 -0.08660 -1.25274 0.182 0.102 -0.210 0.113
H -1.59588 1.34381 2.65538 0.183 0.447 -0.192 0.138
K 1.40452 -1.74717 1.57306 -0.311 -0.186 3.407 0.986
H 0.63679 -1.65984 -2.23346 -0.210 0.622 0.155 0.107

12.
13
Properties=species:S:1:pos:R:3:forces:R:3:lowdin_charge:R:1 method="wB97M-V/def2-TZVPD" de_lowest_kcal_mol=0.0 charge=+2 homo_lumo_gap_ev=11.7 homo_ha=-0.7276
O -0.67648 0.25784 0.26251 -1.237 -0.051 0.476 0.187
C -0.38941 1.12116 -0.83353 0.721 -0.251 -1.057 -0.629
C -0.28886 -0.98609 0.32872 3.802 0.239 -1.527 -0.304
O -0.70651 2.29529 -0.65306 -0.234 0.438 0.794 -0.018
O 0.22371 0.64428 -1.79156 -0.292 0.031 0.107 0.052
C 0.28910 -1.49586 1.56090 0.632 -1.601 -0.538 0.094
Li -1.27800 3.33174 0.78114 -0.181 0.040 -0.068 0.905
H -0.09945 -2.49530 1.77241 -0.194 0.037 0.278 0.129
H 0.13456 -0.81195 2.40161 0.720 -0.349 -0.187 0.124
Na 1.15472 2.58701 -2.65292 0.000 -0.015 -0.298 0.886
O 0.21924 -1.59542 -0.69369 -2.268 0.674 -0.666 0.212
H 0.08478 -1.03942 -1.52064 0.266 -0.359 0.291 0.155
H 1.33259 -1.81328 1.03811 -1.735 1.168 2.394 0.207

no.,calculated total energy (Eh)
1,-712.051349
2,-469.078267
3,-468.972819
4,-633.450896
5,-633.255623
6,-619.514176
7,-867.282631
8,-370.455020
9,-799.159988
10,-791.692547
11,-1017.471755
12,-587.007562